A molecular structure, C20H37CdN5O4Si in a non-equilibrium geometry. Source: the OMol25 dataset; level of theory: ωB97M-V with the def2-TZVPD basis set.

```
! wB97M-V def2-TZVPD RIJCOSX def2/J DEFGRID3
* xyz 0 1
Cd -0.29 1.20 -0.21
Si -2.04 0.47 -2.74
O 1.04 -1.00 2.76
O 2.60 -0.34 -0.07
O 2.96 0.79 2.59
O 0.00 -1.22 0.19
N -0.54 1.10 -2.19
N -3.15 0.79 3.60
N -4.59 0.86 1.75
N -4.13 -1.20 2.67
N -3.42 -2.29 4.77
C 2.73 2.55 -3.16
C -3.21 0.94 -1.34
C 2.67 0.32 3.85
C 0.42 -2.20 2.43
C 1.55 2.31 -2.50
C 0.58 1.41 -2.98
C 3.45 -1.01 0.89
C -1.98 -1.37 -2.94
C 2.14 -1.25 -1.11
C 1.95 1.11 -4.94
C -3.76 -1.80 3.78
C 2.86 2.08 -4.47
C 2.05 -1.08 3.71
C -0.58 -1.89 1.28
C 3.97 -0.06 1.90
C -0.17 2.09 1.72
C -3.96 0.14 2.70
C 0.93 -2.06 -0.58
C 0.81 0.74 -4.17
C -2.67 1.14 -4.40
H -3.70 0.99 -4.37
H -4.29 1.02 -1.49
H -3.01 1.83 3.51
H 2.15 0.54 -5.87
H -2.57 -1.88 -2.17
H -4.92 0.28 0.95
H 1.98 0.98 4.29
H 0.09 0.06 -4.63
H 4.25 -1.49 0.37
H -1.07 -2.83 0.89
H 1.17 -2.92 2.17
H -0.16 -2.61 3.29
H 1.35 2.76 -1.55
H 1.31 -2.89 0.04
H 1.66 -1.47 4.68
H -4.41 1.85 1.51
H 4.64 0.64 1.38
H 4.50 -0.55 2.69
H 2.91 -1.95 -1.41
H 3.70 2.30 -5.07
H 2.92 -1.82 1.42
H -3.22 0.22 -0.52
H -0.46 3.10 1.81
H 3.58 0.37 4.52
H -2.96 1.87 -0.75
H 3.49 3.10 -2.61
H 2.80 -1.77 3.49
H -1.00 -1.74 -2.87
H 1.81 -0.65 -1.94
H -0.69 1.57 2.57
H -2.19 0.63 -5.28
H -1.33 -1.22 1.69
H 0.35 -2.56 -1.38
H -2.35 -1.54 -3.93
H -2.44 2.21 -4.58
H 0.91 1.88 1.84
H -2.98 0.42 4.53
*
```

Properties
HOMO-LUMO gap = 0.287 Eh
Highest occupied orbital energy = -0.2708 hartree
Energy relative to the best compared isomer or geometry (same formula, charge and spin) = 147.6 kJ/mol
E_tot = -1816.171513 a.u.
Strongest force on any atom = 3.006 eV Å⁻¹

Results of the Löwdin charge analysis, in e, for atoms 1 through 2: Cd 1.385; Si 0.339


C7H11NO2 in the gas phase in a non-equilibrium geometry. Source: the OMol25 dataset; level of theory: ωB97M-V with the def2-TZVPD basis set.

```
! wB97M-V def2-TZVPD RIJCOSX def2/J DEFGRID3
* xyz 0 3
O -2.64 2.00 0.04
O 1.74 -0.61 -1.15
N 0.82 1.10 0.07
C 1.85 0.20 -0.27
C -1.34 -0.17 -0.04
C -1.77 1.18 0.08
C -2.00 -1.08 -1.19
C 3.07 0.43 0.47
C -0.90 -0.95 1.14
C -0.46 1.07 -0.56
H -2.58 -0.28 -1.83
H 3.98 0.13 -0.12
H 2.95 -0.36 1.34
H -0.30 1.27 -1.67
H -1.25 -1.66 -1.69
H 0.96 1.68 0.99
H -1.81 -1.60 1.22
H 3.15 1.36 0.94
H -2.69 -1.71 -0.76
H -0.12 -1.62 0.94
H -0.67 -0.38 2.07
*
```

Properties
HOMO-LUMO gap (spin up / spin down) = 0.199 / 0.166 Eh
Highest occupied orbital energy (spin up / spin down) = -0.1807 / -0.3000 hartree
Energy relative to the best compared isomer or geometry (same formula, charge and spin) = 99.6 kJ/mol
E_tot = -478.309181 a.u.
Strongest force on any atom = 5.599 eV Å⁻¹

Results of the Löwdin charge analysis, in e, for atoms 1 through 2: O 0.026; O 0.121


2 unconnected molecules or ions with the total composition C5H7N in a non-equilibrium geometry. Source: the OMol25 dataset; level of theory: ωB97M-V with the def2-TZVPD basis set.

```
! wB97M-V def2-TZVPD RIJCOSX def2/J DEFGRID3
* xyz 0 1
N 2.11 0.84 1.40
C 1.56 -1.26 -0.03
C 1.86 -0.10 0.77
C 0.32 -1.75 -0.12
C -1.78 1.05 0.21
C -0.87 1.58 -0.60
H -2.72 0.66 -0.17
H 0.08 1.96 -0.21
H -1.02 1.65 -1.67
H -0.51 -1.28 0.38
H 0.12 -2.62 -0.74
H -1.61 0.98 1.28
H 2.40 -1.71 -0.55
*
```

Properties
HOMO-LUMO gap = 0.390 Eh
SMILES string = C=CC#N.C=C
Highest occupied orbital energy = -0.3736 hartree
Energy relative to the best compared isomer or geometry (same formula, charge and spin) = 193.2 kJ/mol
E_tot = -249.399640 a.u.
Strongest force on any atom = 1.167 eV Å⁻¹

Results of the Löwdin charge analysis, in e, for atoms 1 through 2: N 0.148; C -0.167


3 unconnected molecules or ions with the total composition C53H59BF4N3O9S2 in a non-equilibrium geometry. Source: the OMol25 dataset; level of theory: ωB97M-V with the def2-TZVPD basis set.

```
! wB97M-V def2-TZVPD RIJCOSX def2/J DEFGRID3
* xyz 1 1
S -1.46 3.68 -3.85
S -4.46 3.22 3.54
F -2.03 -3.15 1.32
F -1.14 -1.42 0.44
F -0.70 -1.94 2.48
F -5.43 3.30 0.73
O -2.73 -1.21 1.96
O -1.86 5.91 -2.43
O -1.44 -8.57 0.60
O 5.77 0.18 0.12
O -1.96 2.19 3.63
O -0.66 4.68 3.31
O 7.03 -4.54 -2.06
O -6.20 -0.18 3.83
O 0.36 -6.78 -4.12
N -3.34 1.09 1.98
N -0.24 6.12 -3.93
N -0.34 7.31 -3.24
C 4.38 -4.16 -1.27
C -1.53 -6.89 -1.04
C -4.22 3.95 -1.25
C 3.74 -1.73 -0.07
C -1.65 -1.94 1.56
C 5.04 -1.97 -0.50
C 7.80 -2.44 -1.30
C 9.11 -2.72 -1.65
C 1.21 -9.32 -3.29
C 3.09 -3.91 -0.85
C 6.76 -3.49 -1.53
C 8.45 -0.24 -0.58
C -1.13 5.33 -3.41
C -4.98 2.87 -0.52
C 1.71 2.81 0.20
C -0.10 -8.99 -1.29
C -1.06 -8.19 -0.48
C 2.77 -2.70 -0.24
C 1.63 -10.55 -2.81
C 5.36 -3.19 -1.09
C 10.09 -1.75 -1.47
C 2.55 2.89 -1.09
C -0.89 1.27 5.54
C -2.40 -4.45 -2.03
C -1.93 7.32 3.30
C -4.72 0.56 2.21
C -2.16 1.93 5.02
C -3.13 1.16 0.47
C -4.33 1.49 -0.43
C -5.07 0.03 3.59
C 1.19 -10.99 -1.56
C -1.05 -6.41 -2.26
C -2.46 3.54 1.83
C -0.52 4.00 0.18
C 7.46 -1.20 -0.76
C -1.48 -5.19 -2.75
C -1.30 7.16 -2.38
C 0.33 -10.22 -0.81
C 6.07 -0.90 -0.34
C -3.02 2.43 2.75
C -2.89 -4.92 -0.82
C 0.23 3.12 -4.22
C 9.76 -0.51 -0.94
C -2.74 6.09 2.90
C -1.83 1.86 0.07
C 0.94 2.49 -3.02
C -2.36 0.07 2.47
C 0.35 -8.53 -2.54
C -0.07 -7.21 -3.07
C 0.95 4.10 0.57
C -2.46 -6.14 -0.33
C -1.30 2.96 1.02
C 1.83 3.50 -2.30
B -1.90 4.77 2.74
H -3.62 -4.35 -0.27
H 10.52 0.24 -0.80
H 0.19 2.07 -2.34
H 11.12 -1.97 -1.73
H 1.76 -2.52 0.10
H -1.10 -4.83 -3.70
H -1.02 4.97 0.14
H 2.40 2.56 1.00
H -0.01 -10.56 0.16
H 2.80 1.87 -1.37
H -4.20 3.68 -2.30
H -2.74 -3.49 -2.42
H 1.55 -8.96 -4.25
H 1.53 -11.95 -1.19
H -0.57 2.49 1.68
H -4.79 4.88 -1.17
H -2.94 0.14 0.16
H -3.18 6.28 1.91
H -4.85 2.30 4.44
H -0.02 1.90 5.36
H 4.64 -5.10 -1.74
H 2.59 3.81 -3.01
H 2.32 -4.67 -0.99
H 9.36 -3.68 -2.07
H 2.30 -11.16 -3.40
H 1.44 4.94 0.07
H 0.77 4.01 -4.55
H 3.50 -0.79 0.39
H -1.36 0.35 2.16
H -0.51 3.65 -0.86
H -2.83 -6.52 0.62
H -2.32 2.85 5.57
H 3.50 3.38 -0.89
H 0.16 2.45 -5.07
H -3.21 4.11 -0.90
H -2.36 -0.01 3.54
H -5.13 0.75 -0.33
H 1.54 1.66 -3.38
H -1.72 7.34 4.37
H -4.30 -0.19 4.35
H -2.51 8.22 3.11
H -3.23 3.99 1.21
H -1.68 7.90 -1.70
H 1.03 1.97 0.11
H -2.98 1.24 5.21
H 1.27 4.40 -2.04
H -5.88 2.71 -1.12
H -3.96 1.31 -1.44
H 8.18 0.73 -0.17
H 1.07 4.24 1.64
H -0.08 5.41 3.05
H -0.74 0.33 5.01
H -5.47 1.31 1.97
H -1.01 1.01 6.59
H -2.01 2.28 -0.92
H -1.03 1.13 -0.08
H -3.59 5.94 3.56
H -4.90 -0.26 1.53
H -1.01 7.43 2.73
*
```

Properties
HOMO-LUMO gap = 0.320 Eh
Highest occupied orbital energy = -0.4117 hartree
E_tot = -4116.920272 a.u.
Strongest force on any atom = 1.839 eV Å⁻¹

Results of the Löwdin charge analysis, in e, for atoms 1 through 2: S 0.988; S 1.034


6 unconnected molecules or ions with the total composition C3H16N2O7 in a non-equilibrium geometry. Source: the OMol25 dataset; level of theory: ωB97M-V with the def2-TZVPD basis set.

```
! wB97M-V def2-TZVPD RIJCOSX def2/J DEFGRID3
* xyz 0 1
O -0.72 0.13 2.06
O -0.63 0.21 -1.17
O -3.18 -1.07 1.56
O 1.74 2.75 -0.17
O -3.69 -2.05 -0.96
O -0.83 2.62 0.53
O 4.26 -0.25 -0.43
N 0.89 -0.91 0.06
N 1.09 -0.71 -2.28
C 3.24 -0.17 0.19
C 0.44 -0.41 -1.11
C 2.23 -1.34 0.32
H 2.92 0.73 0.75
H 2.58 -2.09 -0.40
H 0.28 -0.69 0.86
H -0.97 1.78 0.04
H -3.34 -1.76 0.90
H -3.46 -0.24 1.15
H -1.02 3.43 0.03
H 0.63 -0.41 -3.10
H 0.92 2.58 0.30
H -2.77 -2.11 -1.13
H 2.28 -1.75 1.33
H -1.56 -0.39 2.10
H 1.74 -1.47 -2.33
H -3.95 -1.15 -1.20
H -1.00 1.06 2.18
H 1.90 3.69 -0.09
*
```

Properties
HOMO-LUMO gap = 0.349 Eh
SMILES string = NC(=O)NCC=O.O.O.O.O.O
Highest occupied orbital energy = -0.3380 hartree
Energy relative to the best compared isomer or geometry (same formula, charge and spin) = 148.2 kJ/mol
E_tot = -760.133943 a.u.
Strongest force on any atom = 1.474 eV Å⁻¹

Results of the Löwdin charge analysis, in e, for atoms 1 through 2: O -0.082; O -0.014


A molecular structure, C42H44Cl5MoN4P. Source: the OMol25 dataset; level of theory: ωB97M-V with the def2-TZVPD basis set.

```
! wB97M-V def2-TZVPD RIJCOSX def2/J DEFGRID3
* xyz 2 3
Mo -0.47 0.15 0.73
Cl -5.60 1.08 2.38
Cl -0.29 -1.36 4.51
Cl -2.61 -0.86 6.42
Cl -3.14 0.70 0.49
Cl -5.30 0.33 5.42
P 1.96 -0.40 -0.05
N -0.93 -2.00 0.83
N -0.59 2.41 0.58
N 0.73 0.97 2.39
N -0.59 0.27 -1.35
C -3.87 0.85 -3.10
C 0.57 2.32 2.68
C 2.75 0.31 -4.00
C -1.69 -0.53 3.89
C 0.92 4.28 4.06
C 3.27 0.80 0.54
C -2.55 -3.73 0.51
C -0.14 3.11 1.77
C -0.32 4.44 2.00
C 2.82 -2.03 -0.03
C -2.09 -1.22 -2.64
C -1.82 0.05 -2.12
C 2.93 2.21 0.04
C -0.23 -2.85 1.60
C -1.81 -4.60 1.30
C 1.49 0.76 -4.41
C -4.23 -0.43 -3.48
C 2.09 -3.13 -0.80
C -2.77 -0.39 4.78
C -2.09 -2.45 0.30
C 2.88 -0.07 -2.68
C -3.30 -1.45 -3.28
C 1.13 2.91 3.83
C -0.62 -4.15 1.84
C 0.54 0.36 -2.22
C 2.10 0.78 4.35
C -3.99 0.14 4.35
C -3.01 0.37 2.21
C -1.05 -2.32 -2.63
C -5.56 -0.70 -4.15
C 3.91 0.25 -4.97
C 1.49 0.27 3.20
C -2.66 1.12 -2.45
C -1.76 -0.09 2.56
C -4.12 0.50 3.01
C 1.80 -0.02 -1.79
C 0.20 5.04 3.17
C 1.91 2.09 4.68
C -2.27 2.56 -2.25
C 3.32 -2.49 1.34
C 4.71 0.46 0.17
C 0.41 0.77 -3.56
H 3.68 -0.40 -5.81
H -5.46 -1.47 -4.92
H 3.12 2.30 -1.03
H 0.04 6.09 3.35
H -0.86 5.04 1.28
H 2.69 0.12 4.97
H -0.06 2.72 -0.23
H -1.55 2.68 0.38
H 3.22 0.80 1.62
H -2.15 -5.61 1.48
H -5.97 0.20 -4.61
H -1.51 -3.29 -2.81
H 4.18 -3.15 1.21
H 1.89 2.48 0.21
H 3.85 -0.43 -2.35
H -3.49 -4.03 0.06
H 2.74 -4.01 -0.86
H 4.14 1.24 -5.37
H -1.19 2.67 -2.16
H -0.32 -2.15 -3.43
H 0.69 -2.47 2.02
H 5.05 -0.51 0.55
H 2.57 -3.07 1.87
H -0.56 1.08 -3.93
H -6.29 -1.06 -3.42
H 1.86 -2.83 -1.82
H -4.52 1.69 -3.35
H 2.34 2.51 5.58
H 3.55 2.94 0.56
H 3.70 -1.77 -0.63
H -2.76 3.02 -1.38
H 1.34 4.74 4.95
H -3.51 -2.44 -3.67
H 4.81 -0.14 -4.49
H 0.00 -4.78 2.47
H 4.89 0.49 -0.91
H 1.17 -3.44 -0.31
H 1.35 1.08 -5.44
H 1.64 -0.77 2.94
H -0.49 -2.36 -1.71
H 3.65 -1.67 1.99
H 5.36 1.22 0.62
H -2.58 3.15 -3.11
H -2.65 -1.77 -0.31
*
```

Properties
HOMO-LUMO gap (spin up / spin down) = 0.249 / 0.229 Eh
Highest occupied orbital energy (spin up / spin down) = -0.4647 / -0.4717 hartree
Energy relative to the best compared isomer or geometry (same formula, charge and spin) = 0.0 kJ/mol
E_tot = -4555.965956 a.u.
Strongest force on any atom = 0.528 eV Å⁻¹

Results of the Löwdin charge analysis, in e, for atoms 1 through 2: Mo 1.451; Cl 0.753


9 unconnected molecules or ions with the total composition C31H62O13 in a non-equilibrium geometry. Source: the OMol25 dataset; level of theory: ωB97M-V with the def2-TZVPD basis set.

```
! wB97M-V def2-TZVPD RIJCOSX def2/J DEFGRID3
* xyz 0 1
O 51.48 48.49 25.02
O 49.85 51.11 32.24
O 57.99 55.94 25.46
O 55.88 50.41 32.03
O 59.66 47.58 25.89
O 58.79 53.00 28.50
O 53.00 46.60 32.52
O 51.34 56.75 28.21
O 51.01 46.60 31.42
O 58.36 53.76 24.59
O 53.94 52.70 27.45
O 60.91 49.29 26.89
O 52.16 56.82 26.11
C 52.76 58.88 24.98
C 48.62 51.89 34.22
C 52.37 48.71 31.58
C 56.80 53.96 26.29
C 57.84 54.51 25.33
C 50.81 50.44 26.16
C 51.45 54.67 26.95
C 51.03 52.64 33.70
C 57.57 51.98 32.47
C 60.75 54.37 28.14
C 59.84 53.20 27.82
C 52.00 47.17 31.82
C 59.08 56.54 24.75
C 51.64 56.21 27.15
C 52.25 58.25 26.27
C 53.09 51.98 29.79
C 60.23 46.03 24.07
C 51.78 48.45 27.51
C 49.78 51.86 33.26
C 56.30 51.41 32.79
C 60.73 47.04 25.14
C 55.33 51.84 33.80
C 51.34 49.08 26.23
C 54.18 52.12 28.62
C 59.90 48.55 26.76
C 52.89 45.29 32.79
C 58.73 48.70 27.74
C 60.38 52.23 26.80
C 54.28 44.89 33.37
C 59.27 57.94 25.10
C 55.53 51.61 28.99
H 52.44 58.47 24.10
H 61.26 47.92 24.59
H 56.37 51.68 28.20
H 59.66 51.38 26.67
H 51.88 52.64 32.99
H 52.83 59.90 25.07
H 61.01 45.50 23.54
H 56.83 54.31 27.33
H 51.01 48.73 28.20
H 54.90 45.08 32.59
H 51.96 47.56 27.56
H 57.36 52.88 32.02
H 54.53 50.99 34.18
H 60.65 52.86 25.74
H 55.81 52.10 34.74
H 54.32 43.79 33.77
H 59.70 58.01 26.19
H 52.73 48.97 27.92
H 58.89 56.38 23.65
H 61.18 51.73 27.28
H 60.41 55.31 28.57
H 51.52 52.04 34.53
H 52.22 45.06 33.58
H 54.56 45.27 34.25
H 61.55 53.96 28.80
H 61.31 54.69 27.28
H 55.54 50.52 29.26
H 51.54 49.20 31.21
H 54.73 52.68 33.39
H 59.18 48.87 28.54
H 52.31 54.44 26.60
H 55.90 52.20 29.88
H 52.33 51.26 29.42
H 60.10 58.41 24.67
H 56.62 52.98 26.00
H 57.98 51.27 32.02
H 59.55 46.66 23.37
H 48.02 51.04 33.89
H 50.68 54.49 26.35
H 51.67 50.97 26.56
H 52.51 52.86 30.10
H 51.30 58.50 26.36
H 52.59 49.21 32.33
H 59.88 56.05 25.01
H 58.16 52.04 33.47
H 52.66 58.70 27.10
H 51.18 54.22 27.85
H 50.00 50.27 26.80
H 50.56 50.77 25.23
H 53.87 58.51 24.93
H 50.90 53.77 34.11
H 53.21 48.72 30.90
H 61.36 46.70 25.76
H 52.56 44.64 32.04
H 48.08 52.78 34.23
H 53.62 51.34 30.57
H 58.20 49.69 27.49
H 55.76 54.42 26.07
H 57.91 47.94 27.88
H 49.16 51.70 35.30
H 58.43 58.48 24.94
H 59.55 45.32 24.59
*
```

Properties
HOMO-LUMO gap = 0.343 Eh
SMILES string = CCOC(C)=O.CCOC(C)=O.CCOC(C)=O.CCOC(C)=O.CC(C)=O.CC(C)=O.CC(C)=O.CC(C)=O.CC(C)=O
Highest occupied orbital energy = -0.3311 hartree
Energy relative to the best compared isomer or geometry (same formula, charge and spin) = 72.5 kJ/mol
E_tot = -2196.058218 a.u.
Strongest force on any atom = 11.737 eV Å⁻¹

Results of the Löwdin charge analysis, in e, for atoms 1 through 2: O -0.047; O 0.009